{"formula": "C23H50AuN3O2P2", "method": "the ωB97M-V functional and the def2-TZVPD basis", "species": ["Au", "P", "P", "N", "C", "H", "H", "C", "H", "H", "C", "H", "H", "C", "H", "H", "C", "C", "H", "H", "H", "C", "C", "H", "H", "H", "C", "C", "H", "H", "H", "C", "C", "H", "H", "H", "C", "C", "H", "H", "H", "C", "H", "H", "H", "C", "H", "H", "H", "C", "H", "H", "H", "H", "H", "H", "H", "O", "H", "H", "C", "N", "C", "C", "C", "N", "C", "C", "O", "H", "H", "H", "H", "H", "H", "H", "H", "H", "H", "H", "H"], "coordinates": [[-0.3738, 0.0292, -0.5955], [0.0948, -2.2841, -0.6353], [0.0983, 2.3292, -0.3717], [1.9795, 0.0722, -1.3701], [1.7638, -2.3671, -1.3946], [2.2686, -3.3072, -1.1257], [1.6230, -2.3758, -2.4912], [2.6548, -1.1876, -1.0033], [2.8790, -1.1702, 0.0722], [3.6147, -1.2368, -1.5410], [2.6569, 1.2849, -0.8679], [3.6141, 1.3935, -1.4014], [2.8873, 1.1486, 0.1978], [1.7654, 2.5001, -1.1188], [1.6213, 2.6316, -2.2062], [2.2692, 3.4044, -0.7464], [0.3139, 3.0077, 1.3391], [-0.9029, 2.7598, 2.2272], [-0.6025, 2.9042, 3.2749], [-1.2902, 1.7403, 2.1252], [-1.7183, 3.4650, 2.0196], [-1.0433, 3.4355, -1.2979], [-2.3738, 3.6558, -0.5689], [-3.1017, 4.0486, -1.2928], [-2.2858, 4.4019, 0.2337], [-2.7930, 2.7314, -0.1526], [-1.0470, -3.2640, -1.6962], [-2.3791, -3.5703, -1.0025], [-3.1049, -3.8729, -1.7706], [-2.7993, -2.7023, -0.4798], [-2.2938, -4.4080, -0.2956], [0.3084, -3.1716, 0.9778], [-0.8968, -3.0191, 1.9026], [-0.6059, -3.3617, 2.9056], [-1.7490, -3.6303, 1.5784], [-1.2212, -1.9771, 1.9829], [-2.3299, -0.0234, 0.0561], [-0.4167, 4.7599, -1.7419], [-0.2335, 5.4360, -0.8976], [0.5228, 4.6166, -2.2878], [-1.1210, 5.2595, -2.4198], [-0.4232, -4.5234, -2.3033], [-1.1274, -4.9313, -3.0401], [0.5175, -4.3150, -2.8253], [-0.2437, -5.3016, -1.5512], [0.7055, -4.6455, 0.8560], [1.0296, -4.9898, 1.8482], [-0.1447, -5.2767, 0.5621], [1.5384, -4.8208, 0.1644], [0.7350, 4.4782, 1.4039], [-0.1047, 5.1552, 1.1932], [1.0650, 4.6892, 2.4308], [1.5702, 4.7264, 0.7379], [1.1397, 2.3905, 1.7341], [1.1465, -2.6216, 1.4401], [-1.2521, 2.8422, -2.2050], [-1.2523, -2.5603, -2.5213], [-2.8621, -0.0855, 1.1263], [2.0223, 0.1240, -2.3733], [-2.7762, 0.0269, -0.9687], [-1.2867, -0.0287, 4.4841], [0.1032, -0.2504, 4.8118], [0.4653, -0.0648, 6.1954], [1.7398, -0.8159, 6.4775], [2.8309, -0.3755, 5.5384], [2.3508, -0.3101, 4.1803], [3.3693, -0.1982, 3.1623], [1.0365, -0.2361, 3.8040], [0.7081, -0.1736, 2.5939], [-1.4821, -0.2940, 3.4438], [-1.5769, 1.0229, 4.6408], [-1.9107, -0.6526, 5.1382], [0.5983, 1.0081, 6.4245], [-0.3626, -0.4442, 6.8022], [1.5674, -1.8911, 6.3604], [2.0502, -0.6336, 7.5080], [3.6717, -1.0797, 5.5687], [3.2167, 0.6131, 5.8400], [3.9869, 0.6998, 3.3200], [4.0353, -1.0734, 3.1929], [2.8920, -0.1424, 2.1828]], "atomic_forces_ev_per_a": [[0.3653, -0.0631, 1.2329], [0.2750, -0.8791, 0.2186], [0.2534, 0.8141, 0.3161], [0.9692, 0.0042, 0.2818], [0.2742, -0.4919, -0.2637], [-0.1603, 0.2122, -0.2036], [0.1038, 0.0180, 0.3749], [-0.0724, 0.4062, -0.2867], [-0.1907, -0.0576, -0.1852], [-0.1114, -0.2598, 0.2700], [-0.0654, -0.4185, -0.3415], [-0.1107, 0.2315, 0.2956], [-0.1935, 0.0584, -0.1742], [0.2524, 0.5288, -0.2020], [0.0963, -0.0442, 0.3440], [-0.1490, -0.1866, -0.2296], [0.1565, -0.1332, -0.1470], [-0.1999, -0.1392, 0.2563], [-0.0977, 0.0583, -0.1365], [0.0419, 0.1642, -0.0494], [0.2870, -0.2412, 0.0966], [0.1989, -0.0738, -0.3101], [-0.2291, 0.0954, -0.1288], [0.1676, -0.0871, 0.2189], [0.0336, -0.2476, -0.2536], [0.0847, 0.1723, -0.0293], [0.2069, 0.1225, -0.2825], [-0.2363, -0.0872, -0.1489], [0.1660, 0.0614, 0.2281], [0.0829, -0.1737, -0.0456], [0.0353, 0.2828, -0.2173], [0.1436, 0.1527, -0.1096], [-0.1410, 0.0781, 0.2745], [-0.1231, 0.0002, -0.1426], [0.2877, 0.2178, 0.1487], [-0.0093, -0.1479, -0.0990], [-0.0128, 0.0366, -0.3196], [-0.0997, 0.2103, -0.1098], [-0.0500, -0.2015, -0.2772], [-0.1966, 0.0786, 0.1028], [0.2011, -0.0351, 0.1283], [-0.0997, -0.1966, -0.1319], [0.1985, 0.0213, 0.1314], [-0.1950, -0.0925, 0.0931], [-0.0473, 0.2366, -0.2478], [0.0914, -0.1786, 0.1992], [-0.0593, -0.0096, -0.2262], [0.2576, 0.2372, 0.0569], [-0.2323, 0.0036, 0.1297], [0.0922, 0.1569, 0.2318], [0.2561, -0.2483, 0.0278], [-0.0583, 0.0498, -0.2183], [-0.2299, -0.0193, 0.1368], [-0.1403, 0.0822, -0.1389], [-0.1331, -0.0673, -0.1428], [0.0206, 0.1434, 0.1735], [0.0170, -0.1645, 0.1488], [-0.2699, 0.0131, -0.3181], [-0.2040, 0.0523, -0.5686], [-1.4669, -0.0450, 0.4958], [-0.6072, -0.6212, -0.4941], [-0.8163, 1.0651, 0.6374], [0.1861, -0.3264, 0.7169], [0.1267, -0.4323, 0.3768], [0.2536, 0.0222, 0.6787], [-0.0697, 0.1026, 0.1583], [0.2956, -0.0128, -0.7253], [0.1962, -0.1814, -3.9756], [0.3946, -0.0145, 2.6449], [0.1221, 0.1493, 0.0835], [0.2969, -0.1462, 0.0594], [0.2318, 0.1903, 0.0003], [-0.2134, -0.1133, -0.2769], [0.1161, 0.1995, -0.0639], [-0.0234, 0.0962, 0.0856], [-0.0394, -0.0853, -0.0805], [-0.1029, 0.2188, -0.0506], [-0.0140, -0.1202, -0.2178], [-0.2263, -0.2024, 0.1146], [-0.2115, 0.1939, 0.1506], [0.0725, 0.0073, 0.2506]], "mulliken_charge": [0.894, 0.220, 0.168, 0.036, -1.010, 0.382, 0.528, -0.822, 0.069, 0.453, -0.840, 0.450, 0.093, -1.021, 0.519, 0.394, 1.140, -1.061, 0.441, -0.003, 0.301, 0.609, -1.482, 0.503, 0.269, 0.285, 0.608, -1.503, 0.506, 0.291, 0.266, 1.243, -1.122, 0.503, 0.342, -0.128, -0.475, -1.412, 0.224, 0.314, 0.469, -1.430, 0.474, 0.308, 0.230, -1.657, 0.449, 0.295, 0.344, -1.658, 0.312, 0.436, 0.348, -0.208, -0.213, 0.481, 0.472, -0.453, 0.229, 0.449, -0.571, 0.399, -0.429, -0.721, -0.504, 0.328, -0.610, 0.086, -0.128, -0.071, 0.379, 0.369, 0.298, 0.367, 0.345, 0.361, 0.330, 0.334, 0.415, 0.439, -0.259], "s_squared": 2.032, "charge": 2, "e_tot_ev": -55482.1032, "multiplicity": 3, "mol_weight_da": 659.59}

{"formula": "C3H3NO2", "method": "the ωB97M-V functional and the def2-TZVPD basis", "species": ["C", "C", "C", "H", "H", "H", "N", "O", "O"], "coordinates": [[0.7760, -0.2402, 0.1612], [-0.0159, 0.9602, -0.0819], [-1.4050, -0.7163, -0.0532], [2.2479, 0.7321, 0.3118], [-0.0214, 2.0114, 0.0750], [-2.1970, -1.5897, -0.3099], [-1.3405, 0.5500, -0.0141], [2.0950, -0.3995, -0.1595], [-0.1392, -1.3081, 0.0706]], "atomic_forces_ev_per_a": [[-3.4282, 1.7538, -3.0363], [-0.4782, -3.6430, 2.3204], [0.4766, -3.0659, -0.2454], [0.5388, -5.1545, -2.3716], [1.5051, 0.6798, -0.0517], [1.6251, 2.8384, 1.0823], [-1.3485, 0.0558, -1.2062], [-0.4188, 5.0947, 3.6072], [1.5283, 1.4409, -0.0987]], "mulliken_charge": [0.424, -0.355, 0.134, 0.455, 0.389, 0.257, -0.516, -0.485, -0.302], "charge": 0, "e_tot_ev": -8741.0615, "mol_weight_da": 85.06}

{"formula": "C4H5EuO2", "method": "the ωB97M-V functional and the def2-TZVPD basis", "species": ["H", "C", "C", "O", "Eu", "H", "O", "C", "C", "H", "H", "H"], "coordinates": [[-1.6488, 0.2678, -1.4707], [-0.0553, -0.4357, -0.6273], [-1.0611, 0.6294, -0.5298], [-1.5253, 1.0833, 0.4895], [-3.4566, 2.8266, 1.2183], [0.0673, -0.9071, -1.6086], [2.4460, 0.2701, 0.0408], [1.3461, -0.2922, 0.0873], [0.5132, -1.1760, 0.7763], [2.6234, 0.7613, -0.7891], [0.0234, -0.7792, 1.6763], [0.7278, -2.2483, 0.7369]], "atomic_forces_ev_per_a": [[-0.2057, 2.0082, 1.1478], [4.7153, -0.1758, 2.4607], [-0.4830, -3.8287, -5.1545], [-2.1876, 3.0169, 3.6284], [1.0533, -1.0477, -0.4293], [-0.2426, -0.2346, 0.5302], [1.2015, -0.2336, 0.1826], [-2.8410, 0.5181, -1.8871], [-0.9717, -0.2382, -0.5762], [-0.1516, 0.1990, 0.1222], [0.0730, -0.2062, -0.2586], [0.0402, 0.2227, 0.2337]], "mulliken_charge": [0.212, -0.261, 0.005, -0.572, 1.461, 0.460, -0.287, 0.554, -0.590, 0.439, 0.253, 0.326], "s_squared": 20.013, "charge": 2, "e_tot_ev": -27630.3360, "multiplicity": 9, "mol_weight_da": 237.05}